61
Properties=species:S:1:pos:R:3:forces:R:3 method="wB97M-V/def2-TZVPD" homo_ev="-5.61 / -5.61" largest_force_ev_per_a=4.5
P -2.4727 0.9241 -0.3905 -1.838 -0.390 -3.203
P -1.6350 -2.0330 0.8384 -0.744 -0.785 -0.860
C -3.6590 -0.5547 -0.2750 0.058 0.836 0.910
C -3.2750 -1.1041 1.0950 -0.458 -0.650 -0.359
H -3.4950 -1.2599 -1.1097 0.169 0.338 0.493
H -4.7124 -0.2621 -0.3405 0.162 0.198 0.097
H -3.1233 -0.2231 1.7838 -0.132 -0.563 -0.388
H -4.0710 -1.6725 1.5977 0.328 -0.260 -0.232
C -1.4485 -2.8400 -0.7596 -0.747 -0.389 -0.383
H -0.5133 -3.4020 -0.6425 -0.271 -0.160 0.035
H -1.2818 -2.1654 -1.6187 -0.217 -0.012 0.643
H -2.3202 -3.4858 -0.9491 0.508 -0.085 -0.240
C -2.0137 -3.2997 2.0810 0.058 -0.939 -0.397
H -2.9371 -3.7443 1.6762 0.200 -0.253 0.684
H -2.1781 -2.9047 3.0991 -0.036 -0.012 -0.481
H -1.2028 -4.0354 2.1363 -0.154 0.133 0.030
C -3.0288 1.0699 -2.2267 0.689 0.451 0.138
H -2.6468 2.0526 -2.5672 -0.256 -0.798 -0.228
H -4.1507 1.0815 -2.2568 1.008 -0.073 0.145
H -2.6290 0.2402 -2.8399 -0.271 0.577 0.246
C -3.4670 2.4212 -0.0141 -0.543 -0.035 1.000
H -3.1855 2.7629 0.9889 -0.312 0.274 -0.179
H -4.5618 2.2580 -0.0670 0.576 0.018 0.045
H -3.1976 3.1849 -0.7511 0.038 -0.117 0.271
Ca -0.8089 -0.3682 2.3282 3.255 2.009 2.332
C 1.1845 0.5960 -2.1934 3.379 -0.703 1.555
C 0.1392 0.5602 -3.0539 -2.603 -0.213 -2.131
C -0.1035 1.6002 -4.1073 0.360 0.050 -0.160
C 0.1251 3.0460 -3.5707 0.138 0.243 -0.534
C -0.6300 3.4833 -2.3203 0.401 -0.422 -1.367
C -0.1994 3.2873 -1.0868 -0.663 -1.079 1.338
C 0.9698 2.4450 -0.5127 -0.257 1.290 0.187
C 1.0880 0.9270 -0.7529 -0.146 -0.917 0.997
C 1.2121 0.6310 3.0508 -0.711 1.099 0.290
H 2.2009 0.2629 -2.5295 -0.519 1.089 -0.093
H -0.5153 -0.3154 -3.1337 -0.343 0.305 0.695
H -1.1199 1.4571 -4.5217 0.564 0.156 0.018
H 0.6584 1.4924 -4.9046 -0.472 -0.041 -0.126
H 1.2297 3.1242 -3.4306 -0.796 0.187 0.116
H -0.1672 3.7339 -4.3956 0.400 -0.307 0.445
H -1.5978 3.9729 -2.5262 0.592 -0.010 0.378
H -0.8912 3.6334 -0.2944 0.525 0.011 -0.366
H 0.8469 2.5845 0.5748 0.506 -0.150 -0.277
H 1.9475 2.8833 -0.8023 -0.519 -0.064 0.139
H 2.0151 0.6463 -0.2042 -0.660 -0.090 -0.357
H 0.2370 0.3623 -0.2698 0.712 0.621 -0.420
H 1.4105 -0.0464 3.8869 -0.060 -0.027 0.094
H 1.0131 1.6204 3.5067 0.420 0.080 -0.062
H 2.1531 0.6662 2.4924 -0.213 0.081 -0.134
S 1.5255 -2.4181 2.5910 -2.321 -1.162 -0.799
C 3.2228 -2.4102 2.4749 1.877 1.050 0.287
C 3.9125 -2.2492 3.7148 -0.352 0.432 -0.534
C 5.2614 -1.9690 3.7503 0.576 -0.131 -0.574
C 5.9933 -1.8947 2.5520 -0.219 -0.127 -0.097
C 5.3561 -2.0770 1.3126 0.378 0.116 0.745
C 3.9930 -2.3254 1.2682 -0.901 -0.062 0.719
H 3.3204 -2.1480 4.6312 0.183 -0.369 -0.395
H 5.7485 -1.7838 4.7105 -0.068 -0.049 -0.306
H 7.0542 -1.6762 2.5675 -0.010 0.008 0.072
H 5.9512 -1.9715 0.3983 -0.342 -0.107 0.281
H 3.4693 -2.3713 0.3116 0.094 -0.102 0.256

=====

68
Properties=species:S:1:pos:R:3:forces:R:3 method="wB97M-V/def2-TZVPD" homo_ev="-3.88 / -3.82" relative_energy_kj_mol=73.8 total_charge=-1 multiplicity=6 largest_force_ev_per_a=4.2
C -0.6818 5.3399 0.3480 -0.357 0.229 -0.007
C -0.1331 4.2966 1.2480 0.618 -0.734 1.684
H -0.5124 6.3257 0.7775 0.078 0.217 -0.110
H -1.7616 5.2294 0.2156 0.257 0.095 -0.048
H -0.2177 5.2758 -0.6303 0.135 0.047 -0.228
C -0.0916 4.4465 2.5859 0.371 0.222 -0.375
C -0.5990 5.6546 3.3280 -0.254 0.127 0.377
H 0.4395 3.7221 3.2272 -0.398 0.228 -0.593
H -1.6233 5.9373 3.0262 0.374 -0.052 0.097
H 0.0523 6.5438 3.2100 -0.243 -0.327 -0.061
H -0.6138 5.4188 4.4050 -0.118 0.231 -0.283
Mn -2.7599 2.1397 -0.6778 3.834 -1.426 1.073
Cl -0.7999 1.8628 -2.4949 1.521 -0.674 -0.817
Cl -2.5537 -0.4628 -1.8503 -0.997 0.419 -1.007
H -0.6267 -5.1165 -3.1032 -0.076 0.097 0.066
H -0.1806 -3.0683 -5.5252 -0.163 0.018 0.108
C -1.2743 -4.2394 -2.9632 0.024 -0.183 0.028
C -0.9015 -2.6260 -4.8194 0.341 0.071 0.067
N -0.6427 -3.0318 -3.4467 -0.213 -0.014 -0.408
H -1.5011 -4.1421 -1.8984 0.043 0.027 -0.193
C 0.1793 -2.3338 -2.6349 0.227 -0.175 1.552
O 0.4018 -2.6422 -1.4583 0.016 -0.341 -2.042
H -0.8355 -1.5339 -4.9067 -0.063 -0.314 0.044
H 0.6198 -1.4335 -3.1067 -0.177 -0.151 0.147
H -2.1911 -4.4007 -3.5374 0.043 0.004 0.200
H -1.9051 -2.9633 -5.1059 0.186 0.245 0.059
H -2.7486 2.5085 2.5989 -0.328 -0.566 0.304
H -0.8508 1.4871 4.5001 -0.152 -0.220 0.019
C -3.2514 1.5878 2.9418 0.439 0.699 0.007
C -1.6048 0.6832 4.4982 0.065 0.029 -0.278
N -2.2584 0.5824 3.2017 0.233 -1.072 0.178
H -3.9589 1.2661 2.1734 0.188 -0.002 0.241
C -1.9041 -0.3380 2.2684 -0.432 0.362 -0.646
O -2.3564 -0.3891 1.1177 -0.024 0.181 1.546
H -1.1234 -0.2665 4.7625 -0.090 0.237 -0.047
H -1.1490 -1.0667 2.6420 -0.255 0.307 -0.224
H -3.7529 1.8151 3.8875 -0.230 -0.107 -0.163
H -2.3727 0.9452 5.2362 0.227 -0.242 0.022
O -0.4335 2.0627 0.2996 -2.835 -0.312 0.030
C 0.4489 3.0292 0.6145 0.108 -0.439 -0.221
C 1.1730 1.4447 2.4524 -0.126 -0.143 0.205
C 1.5300 2.3529 1.4645 0.177 0.959 -0.186
H 0.1078 1.2437 2.5790 0.444 -0.065 -0.239
C 2.1333 0.8364 3.2528 -0.088 0.210 -0.017
H 0.9059 3.3897 -0.3218 0.683 0.216 -0.169
C 2.8675 2.6652 1.2664 0.691 -0.225 0.513
H 1.8282 0.0827 3.9855 0.165 0.301 -0.120
C 3.4729 1.1976 3.1105 0.531 0.205 -0.362
C 3.8523 2.1066 2.1034 -0.110 -0.091 0.037
H 3.1394 3.3702 0.4720 -0.068 -0.263 0.308
H 4.2388 0.7700 3.7689 -0.299 0.095 -0.299
H 4.9188 2.3744 1.9673 -0.749 -0.209 0.124
Si -3.1667 0.9988 -3.3611 -0.818 0.057 2.254
Cl -3.3643 3.6605 0.8143 -1.389 0.863 -0.280
C -5.0445 0.6822 -2.8900 -0.423 -0.203 -0.593
C -2.6013 0.6478 -5.0891 0.233 -0.044 -0.492
C -3.2604 2.8424 -2.8055 0.084 0.754 -0.201
H -5.1714 0.5816 -1.7962 0.434 0.163 -0.304
H -5.5066 -0.2352 -3.2726 0.256 -0.073 -0.118
H -5.7376 1.4845 -3.1799 0.265 0.075 -0.149
H -3.9161 3.0691 -1.9534 -0.998 0.209 -0.443
H -3.6221 3.4506 -3.6174 -0.763 0.155 -0.442
H -2.2953 3.3233 -2.5775 -0.570 -0.116 -0.314
H -1.5127 0.8001 -5.0859 -0.302 -0.007 -0.059
H -3.0435 1.3511 -5.8121 0.071 -0.109 0.277
H -2.8109 -0.3687 -5.4527 -0.088 0.265 0.301
O 0.5029 -0.7072 0.5960 -0.743 -0.081 -1.241
C -0.1422 -0.5784 -0.3407 1.576 0.360 1.911

=====

76
Properties=species:S:1:pos:R:3:forces:R:3 method="wB97M-V/def2-TZVPD" homo_ev=-8.17 smiles="CCP(CC)[C@@]1(O)OC(=O)O[C@]1(Cl)C(=O)NC(=O)F.O=S1(=O)CCCC1.O=S1(=O)CCCC1.O=S1(=O)CCCC1" largest_force_ev_per_a=4.9
C 0.1424 -5.0662 1.5087 0.153 -0.583 -0.302
C 0.8434 -4.0383 0.5876 -0.992 0.615 -0.060
P 0.5619 -2.2548 1.1415 1.269 -0.468 1.437
C 2.2141 -1.4269 0.8106 0.026 -0.053 -0.369
C 2.3542 -0.0895 1.5977 -0.307 -0.501 0.008
C -0.7889 -1.4563 0.0723 -1.226 1.340 0.008
O -0.5749 -0.2203 -0.4936 0.480 -0.437 -0.147
O -1.3780 -2.3490 -0.9101 -0.078 -0.730 0.382
C -2.2010 -3.1995 -0.2134 2.720 3.542 1.896
O -2.8071 -4.0719 -0.6316 -2.024 -3.208 -1.606
O -2.2483 -2.7920 1.1395 -0.309 0.044 -0.433
C -2.0661 -1.3646 1.0026 0.558 -1.104 0.185
Cl -1.6652 -0.4188 2.4506 -0.871 -0.552 -0.362
C -3.4185 -0.9316 0.3254 0.232 -0.065 1.396
O -3.4288 -0.1367 -0.5247 0.049 1.629 -1.779
N -4.6799 -1.5615 0.7279 0.172 0.488 0.356
C -4.8883 -1.5487 2.1304 -0.791 1.377 -1.301
O -4.5764 -2.3706 2.8667 0.962 -3.047 2.373
F -5.5545 -0.4956 2.6221 0.069 0.686 -1.065
H 0.5690 -5.1138 2.5230 -0.114 0.304 -0.369
H -0.9460 -4.9300 1.5988 0.427 0.128 -0.045
H 0.3007 -6.0686 1.0610 -0.127 0.415 0.244
H 0.4288 -4.1143 -0.4348 0.605 -0.287 0.261
H 1.9292 -4.2109 0.6216 -0.365 0.170 -0.340
H 2.4205 -1.3445 -0.2714 -0.036 0.232 0.426
H 2.9621 -2.1325 1.2201 -0.473 0.123 -0.262
H 1.3395 0.3288 1.7323 0.650 0.342 0.015
H 2.7568 -0.2992 2.6030 -0.376 0.001 -0.373
H 3.0349 0.6242 1.1124 -0.458 -0.206 0.014
H 0.1614 0.2633 -0.0732 0.034 -0.305 -0.462
H -4.7035 -2.5334 0.4135 0.139 0.128 0.254
O -5.0434 1.9462 -6.4719 0.012 0.209 -0.030
S -5.4482 2.4166 -5.1707 -0.150 -0.021 0.238
O -5.6363 3.8191 -4.8927 0.113 0.021 -0.277
C -6.9123 1.5199 -4.6717 -0.242 -0.330 0.115
C -6.3727 0.2837 -3.9597 0.110 0.002 -0.025
C -5.2193 0.7787 -3.0798 -0.117 -0.064 0.007
C -4.3544 1.7071 -3.9383 0.207 -0.240 0.349
H -7.5165 1.2859 -5.5460 0.086 0.152 -0.070
H -7.4734 2.1559 -3.9864 0.051 0.051 -0.050
H -7.1472 -0.2090 -3.3720 0.017 0.013 -0.026
H -5.9962 -0.4346 -4.6926 -0.052 0.021 -0.006
H -5.6224 1.3330 -2.2291 0.025 -0.032 -0.012
H -4.6320 -0.0456 -2.6818 -0.006 0.074 0.018
H -3.9127 2.5081 -3.3490 -0.004 0.073 -0.160
H -3.5728 1.1566 -4.4606 -0.062 0.069 -0.100
O 1.4343 1.6232 -0.8203 0.096 0.010 0.240
S 1.3755 3.0547 -0.6222 -0.056 0.579 -0.114
O 1.7445 3.6641 0.6301 0.056 -0.388 0.105
C 2.2757 3.8453 -1.9466 0.102 0.050 -0.420
C 1.2353 4.0416 -3.0444 -0.114 -0.063 -0.016
C -0.0329 4.5307 -2.3355 0.051 0.085 -0.049
C -0.2500 3.6319 -1.1127 -0.404 0.143 -0.211
H 3.1113 3.2178 -2.2511 -0.014 -0.056 0.163
H 2.6410 4.8021 -1.5729 -0.018 -0.061 0.092
H 1.5780 4.7512 -3.7969 0.007 -0.033 0.021
H 1.0350 3.0901 -3.5436 0.051 0.020 0.005
H 0.1066 5.5651 -2.0120 0.006 -0.036 -0.002
H -0.8987 4.5094 -2.9970 0.013 -0.002 0.043
H -0.7010 4.1747 -0.2846 0.090 -0.150 0.099
H -0.8562 2.7594 -1.3584 0.108 -0.066 0.074
O 5.7532 -1.5168 1.8002 -0.242 -0.111 -0.033
S 5.3653 -1.4878 3.1885 0.147 0.027 0.340
O 4.1355 -2.0838 3.6502 -0.009 -0.108 -0.325
C 6.7203 -2.1144 4.1711 0.372 -0.011 0.187
C 7.5684 -0.8836 4.4728 0.001 0.098 -0.053
C 6.5765 0.2300 4.8278 0.043 -0.031 0.086
C 5.4627 0.2059 3.7750 0.101 0.405 0.235
H 7.2550 -2.8813 3.6144 -0.160 -0.017 -0.083
H 6.3001 -2.5370 5.0843 -0.064 -0.004 -0.064
H 8.2722 -1.0724 5.2831 -0.013 -0.008 -0.034
H 8.1416 -0.5987 3.5868 0.000 -0.051 0.019
H 6.1527 0.0377 5.8165 0.007 -0.009 -0.035
H 7.0609 1.2056 4.8641 -0.039 -0.020 -0.005
H 4.5019 0.4953 4.1954 -0.051 -0.085 -0.156
H 5.7017 0.8420 2.9237 -0.050 -0.121 -0.062